[1]
Below is a molecular structure, C34H34AsMoN8O9S2Si, with properties calculated with ωB97M-V/def2-TZVPD.

As for the net charge: +1. The value obtained for the LUMO energy (spin up / spin down) is -3.25 / -3.32 eV. Its relative energy (zero: lowest compared OMol25 entry of this formula, charge and spin) is 0.246 eV. The value obtained for the gap between HOMO and LUMO (spin up / spin down) is 7.2 / 7.8 eV. Its spin multiplicity is 3.

Geometry (Å):
Mo (-0.04, -0.78, 0.02)
N (2.23, -1.03, -0.43)
N (2.32, -1.49, -1.77)
C (1.50, -0.88, -2.64)
N (1.90, -0.78, -3.91)
N (0.38, -0.38, -2.10)
N (-0.53, 0.36, -2.90)
O (-1.38, 0.95, -2.27)
O (-0.42, 0.37, -4.12)
H (2.80, -0.20, -0.32)
H (2.50, -1.78, 0.22)
H (3.26, -1.63, -2.11)
H (2.54, -1.48, -4.26)
H (1.20, -0.45, -4.55)
O (2.24, -4.26, -0.29)
As (0.50, -4.26, -0.04)
O (-0.08, -5.26, -1.19)
O (0.02, -2.64, -0.33)
C (-0.07, -4.73, 1.72)
C (-0.62, -6.00, 1.83)
C (-1.09, -6.43, 3.07)
C (-1.02, -5.60, 4.18)
C (-0.49, -4.32, 4.07)
C (-0.02, -3.89, 2.85)
S (0.79, -2.32, 2.73)
O (1.18, -1.88, 4.03)
O (1.89, -2.60, 1.81)
O (-0.20, -1.40, 2.06)
H (2.36, -4.94, -0.98)
H (-0.68, -6.63, 0.96)
H (-1.50, -7.43, 3.17)
H (-1.38, -5.95, 5.14)
H (-0.42, -3.66, 4.93)
C (-3.93, 2.00, 0.91)
N (-4.07, 1.18, -0.30)
C (-4.89, 1.49, -1.37)
C (-4.77, 0.50, -2.26)
N (-3.88, -0.42, -1.73)
C (-3.43, 0.02, -0.54)
S (-2.44, -0.74, 0.64)
C (-3.49, -1.64, -2.40)
C (-4.34, -2.22, -3.33)
C (-3.92, -3.39, -3.93)
C (-2.70, -3.94, -3.58)
C (-1.94, -3.29, -2.62)
N (-2.33, -2.15, -2.04)
H (-4.73, 2.74, 0.92)
H (-2.97, 2.50, 0.92)
H (-4.00, 1.37, 1.79)
H (-5.49, 2.39, -1.40)
H (-5.23, 0.38, -3.23)
H (-5.30, -1.79, -3.56)
H (-4.56, -3.88, -4.66)
H (-2.35, -4.86, -4.01)
H (-1.00, -3.70, -2.28)
O (0.44, 0.96, 0.46)
Si (1.28, 2.38, 0.76)
C (2.93, 2.15, -0.06)
C (3.00, 2.03, -1.46)
C (4.22, 1.92, -2.11)
C (5.40, 1.93, -1.38)
C (5.36, 2.05, 0.00)
C (4.13, 2.16, 0.66)
C (1.42, 2.59, 2.58)
C (1.33, 3.85, 3.18)
C (1.41, 3.98, 4.56)
C (1.58, 2.85, 5.36)
C (1.67, 1.59, 4.77)
C (1.60, 1.47, 3.39)
C (0.38, 3.76, -0.07)
C (1.03, 4.97, -0.31)
C (0.37, 6.03, -0.92)
C (-0.96, 5.89, -1.30)
C (-1.62, 4.69, -1.07)
C (-0.95, 3.64, -0.46)
H (2.08, 2.06, -2.04)
H (4.25, 1.84, -3.20)
H (6.35, 1.86, -1.89)
H (6.28, 2.07, 0.57)
H (4.10, 2.25, 1.74)
H (1.20, 4.74, 2.57)
H (1.34, 4.96, 5.02)
H (1.62, 2.95, 6.43)
H (1.80, 0.70, 5.38)
H (1.68, 0.48, 2.95)
H (2.08, 5.09, -0.04)
H (0.89, 6.97, -1.10)
H (-1.48, 6.71, -1.78)
H (-2.65, 4.57, -1.39)
H (-1.45, 2.68, -0.32)



[2]
Below is 2 unconnected molecules or ions with the total composition C34H34N3, with properties calculated with ωB97M-V/def2-TZVPD.

As for the net charge: +1. The value obtained for the LUMO energy is -5.18 eV. The value obtained for the gap between HOMO and LUMO is 5.5 eV. Its spin multiplicity is 1.

Geometry (Å):
C (2.92, 7.04, -0.16)
C (3.73, 6.15, 0.55)
C (3.71, 4.79, 0.24)
C (2.84, 4.31, -0.75)
C (2.70, 2.82, -0.95)
N (1.48, 2.33, -0.34)
C (2.07, 5.20, -1.50)
C (2.09, 6.57, -1.19)
H (2.94, 8.11, 0.07)
H (4.38, 6.52, 1.36)
H (4.33, 4.07, 0.79)
H (2.72, 2.61, -2.04)
H (3.54, 2.33, -0.46)
H (0.66, 2.46, -0.92)
H (1.53, 1.39, 0.03)
H (1.43, 4.81, -2.29)
H (1.46, 7.26, -1.76)
C (-3.88, -1.97, -4.48)
N (-3.72, -0.70, -3.77)
C (-4.88, 0.04, -3.46)
C (-5.91, -0.51, -2.69)
C (-6.93, 0.32, -2.23)
C (-6.99, 1.66, -2.65)
C (-6.02, 2.17, -3.52)
C (-4.95, 1.37, -3.91)
C (-2.52, -0.49, -3.06)
C (-1.41, 0.10, -3.70)
C (-0.21, 0.24, -3.03)
C (-0.04, -0.33, -1.74)
C (1.25, -0.41, -1.16)
C (1.58, -1.26, -0.06)
C (2.43, -0.80, 0.99)
C (2.69, -1.59, 2.08)
C (2.28, -2.94, 2.10)
N (2.49, -3.74, 3.22)
C (2.39, -5.19, 3.05)
C (2.20, -3.24, 4.51)
C (1.04, -3.68, 5.17)
C (0.73, -3.18, 6.43)
C (1.59, -2.27, 7.06)
C (2.76, -1.86, 6.41)
C (3.04, -2.30, 5.12)
C (1.55, -3.46, 1.00)
C (1.12, -2.60, 0.01)
C (-1.20, -0.82, -1.06)
C (-2.41, -0.90, -1.72)
H (-2.94, -2.23, -4.96)
H (-4.17, -2.78, -3.78)
H (-4.67, -1.85, -5.24)
H (-5.85, -1.56, -2.39)
H (-7.68, -0.08, -1.55)
H (-7.77, 2.31, -2.27)
H (-6.08, 3.19, -3.88)
H (-4.14, 1.74, -4.54)
H (-1.53, 0.44, -4.74)
H (0.64, 0.74, -3.50)
H (2.07, 0.06, -1.71)
H (2.85, 0.21, 0.93)
H (3.23, -1.18, 2.93)
H (2.94, -5.67, 3.87)
H (1.35, -5.53, 3.05)
H (2.85, -5.47, 2.10)
H (0.37, -4.38, 4.66)
H (-0.19, -3.50, 6.92)
H (1.35, -1.88, 8.05)
H (3.47, -1.18, 6.90)
H (3.91, -1.94, 4.57)
H (1.27, -4.51, 0.99)
H (0.44, -2.97, -0.77)
H (-1.11, -1.16, -0.03)
H (-3.30, -1.29, -1.21)



[3]
Below is 2 unconnected molecules or ions with the total composition C34H34N3O2, with properties calculated with ωB97M-V/def2-TZVPD.

As for the net charge: +1. The value obtained for the LUMO energy is -4.82 eV. Its relative energy (zero: lowest compared OMol25 entry of this formula, charge and spin) is 0.923 eV. The value obtained for the gap between HOMO and LUMO is 3.1 eV. Its spin multiplicity is 1.

Geometry (Å):
C (-1.85, 3.04, 2.76)
O (-0.91, 2.33, 3.60)
C (-0.80, 1.00, 3.68)
C (-2.01, 0.15, 3.68)
C (-2.24, -0.71, 2.59)
C (-3.41, -1.49, 2.54)
C (-4.32, -1.45, 3.60)
C (-4.09, -0.60, 4.68)
C (-2.95, 0.20, 4.72)
C (0.51, 0.50, 3.84)
N (0.96, -0.81, 3.95)
C (0.19, -2.02, 4.20)
C (2.35, -0.84, 3.96)
C (2.78, 0.48, 3.91)
C (4.13, 0.82, 3.84)
C (5.06, -0.23, 3.86)
C (4.64, -1.57, 3.90)
C (3.27, -1.89, 3.95)
N (1.66, 1.28, 3.88)
C (1.73, 2.71, 3.98)
H (-1.87, 4.07, 3.13)
H (-1.50, 3.03, 1.71)
H (-2.86, 2.61, 2.82)
H (-1.51, -0.74, 1.79)
H (-3.59, -2.13, 1.67)
H (-5.19, -2.10, 3.59)
H (-4.80, -0.57, 5.50)
H (-2.74, 0.83, 5.57)
H (0.90, -2.75, 4.60)
H (-0.59, -1.85, 4.94)
H (-0.24, -2.41, 3.27)
H (4.44, 1.86, 3.76)
H (6.13, -0.01, 3.85)
H (5.39, -2.36, 3.89)
H (2.92, -2.92, 3.95)
H (2.79, 2.95, 4.05)
H (1.30, 3.20, 3.10)
H (1.23, 3.08, 4.90)
C (2.42, 4.54, -1.87)
O (1.94, 3.62, -2.89)
C (0.95, 2.76, -2.58)
C (0.31, 2.72, -1.32)
C (-0.74, 1.84, -1.12)
C (-1.16, 0.93, -2.12)
C (-2.28, 0.07, -1.89)
C (-3.46, 0.52, -1.30)
C (-4.64, -0.32, -1.06)
C (-4.93, -1.63, -1.34)
C (-6.22, -2.12, -1.05)
C (-7.21, -1.28, -0.51)
C (-6.94, 0.08, -0.26)
C (-5.65, 0.53, -0.55)
N (-5.14, 1.83, -0.49)
C (-5.91, 2.99, -0.07)
C (-3.84, 1.84, -0.90)
C (-0.45, 0.94, -3.36)
C (0.56, 1.84, -3.59)
H (3.20, 5.12, -2.37)
H (1.60, 5.20, -1.54)
H (2.82, 3.99, -1.01)
H (0.63, 3.38, -0.51)
H (-1.26, 1.85, -0.17)
H (-2.29, -0.95, -2.29)
H (-4.17, -2.26, -1.78)
H (-6.46, -3.17, -1.24)
H (-8.19, -1.67, -0.30)
H (-7.68, 0.76, 0.15)
H (-6.92, 2.65, 0.18)
H (-5.46, 3.47, 0.81)
H (-5.99, 3.74, -0.87)
H (-3.28, 2.76, -1.03)
H (-0.75, 0.27, -4.16)
H (1.09, 1.92, -4.54)



[4]
Below is a molecular structure, C34H34N3O5P2Pt, with properties calculated with ωB97M-V/def2-TZVPD.

As for the net charge: -1. The value obtained for the LUMO energy is 2.31 eV. Its relative energy (zero: lowest compared OMol25 entry of this formula, charge and spin) is 0.477 eV. The value obtained for the gap between HOMO and LUMO is 6.6 eV. Its spin multiplicity is 1.

Geometry (Å):
Pt (1.94, 0.24, 0.99)
C (4.72, -1.25, -0.53)
C (4.39, 0.11, -1.03)
N (3.34, 0.82, -0.69)
C (3.44, 2.02, -1.36)
C (4.59, 2.02, -2.11)
N (5.16, 0.81, -1.89)
C (5.33, 2.96, -3.05)
O (4.82, 4.09, -3.25)
O (6.38, 2.49, -3.51)
C (2.42, 3.10, -1.24)
O (2.67, 4.22, -1.88)
O (1.40, 2.97, -0.58)
H (4.42, -1.32, 0.52)
H (5.79, -1.44, -0.61)
H (4.19, -2.02, -1.09)
H (6.03, 0.57, -2.34)
H (3.55, 4.19, -2.44)
C (-1.46, -0.69, 1.97)
N (-1.32, -0.65, 0.51)
P (-2.28, 0.43, -0.41)
C (-3.94, -0.35, -0.29)
C (-4.18, -1.61, 0.25)
C (-5.47, -2.15, 0.25)
C (-6.52, -1.44, -0.29)
C (-6.29, -0.18, -0.84)
C (-5.02, 0.35, -0.84)
C (-2.53, 1.88, 0.68)
C (-3.55, 2.02, 1.61)
C (-3.67, 3.19, 2.35)
C (-2.76, 4.22, 2.17)
C (-1.73, 4.08, 1.25)
C (-1.62, 2.92, 0.50)
P (0.31, -0.95, -0.02)
C (0.01, -0.98, -1.83)
C (0.60, 0.05, -2.56)
C (0.41, 0.14, -3.93)
C (-0.35, -0.82, -4.59)
C (-0.94, -1.85, -3.86)
C (-0.75, -1.94, -2.49)
C (0.41, -2.75, 0.34)
C (1.66, -3.30, 0.57)
C (1.82, -4.66, 0.82)
C (0.70, -5.48, 0.88)
C (-0.56, -4.94, 0.67)
C (-0.70, -3.59, 0.41)
H (-2.51, -0.65, 2.24)
H (-0.93, 0.14, 2.44)
H (-1.03, -1.62, 2.36)
H (-3.36, -2.17, 0.68)
H (-5.63, -3.13, 0.68)
H (-7.52, -1.87, -0.30)
H (-7.11, 0.38, -1.28)
H (-4.84, 1.33, -1.28)
H (-4.28, 1.23, 1.74)
H (-4.48, 3.28, 3.07)
H (-2.85, 5.13, 2.75)
H (-1.02, 4.88, 1.09)
H (-0.81, 2.82, -0.21)
H (1.17, 0.80, -2.03)
H (0.86, 0.95, -4.49)
H (-0.50, -0.76, -5.66)
H (-1.54, -2.60, -4.38)
H (-1.21, -2.75, -1.94)
H (2.52, -2.64, 0.57)
H (2.81, -5.06, 1.00)
H (0.82, -6.54, 1.09)
H (-1.44, -5.58, 0.72)
H (-1.69, -3.17, 0.25)
C (1.23, 2.80, 2.92)
O (1.75, 1.66, 3.59)
C (2.16, 0.61, 2.85)
C (2.73, -0.38, 3.83)
H (1.92, 3.63, 3.07)
H (0.26, 3.03, 3.36)
H (1.12, 2.60, 1.85)
H (1.95, -0.67, 4.55)
H (3.55, 0.08, 4.38)
H (3.07, -1.27, 3.31)



[5]
Below is 7 unconnected molecules or ions with the total composition C34H35F12N3O14, with properties calculated with ωB97M-V/def2-TZVPD.

The value obtained for the LUMO energy is -0.83 eV. As for the SMILES: O=[N+]([O-])c1ccccc1.O=[N+]([O-])c1ccccc1.O=[N+]([O-])c1ccccc1.CCOC(=O)C(F)(F)F.CCOC(=O)C(F)(F)F.CCOC(=O)C(F)(F)F.CCOC(=O)C(F)(F)F. The value obtained for the gap between HOMO and LUMO is 9.0 eV. Its spin multiplicity is 1.

Geometry (Å):
C (0.82, 0.31, 4.44)
C (-0.46, -0.17, 4.15)
C (-0.65, -1.54, 4.22)
C (0.44, -2.41, 4.49)
C (1.72, -1.95, 4.76)
C (1.88, -0.59, 4.75)
N (0.28, -3.88, 4.64)
O (-0.93, -4.23, 4.77)
O (1.25, -4.60, 4.56)
H (1.07, 1.34, 4.39)
H (-1.29, 0.49, 3.80)
H (-1.59, -2.06, 4.12)
H (2.55, -2.59, 4.98)
H (2.84, -0.17, 5.03)
C (-0.30, 7.90, -2.56)
C (-0.61, 6.65, -2.06)
C (0.22, 5.54, -2.28)
C (1.40, 5.80, -2.90)
C (1.76, 7.07, -3.33)
C (0.89, 8.15, -3.14)
N (2.44, 4.78, -2.99)
O (2.22, 3.67, -2.55)
O (3.45, 5.15, -3.55)
H (-0.96, 8.71, -2.38)
H (-1.46, 6.41, -1.44)
H (-0.07, 4.54, -2.03)
H (2.64, 7.22, -3.85)
H (1.15, 9.16, -3.50)
C (-0.64, -2.12, -0.97)
C (0.25, -1.58, -0.04)
C (0.13, -0.28, 0.40)
C (-0.77, 0.53, -0.25)
C (-1.67, 0.04, -1.25)
C (-1.59, -1.30, -1.53)
N (-0.90, 1.93, 0.16)
O (-1.88, 2.52, -0.23)
O (0.03, 2.41, 0.81)
H (-0.40, -3.07, -1.55)
H (0.98, -2.23, 0.38)
H (0.70, 0.11, 1.24)
H (-2.36, 0.71, -1.72)
H (-2.23, -1.68, -2.35)
C (3.90, 0.89, -3.40)
C (2.44, 0.58, -3.54)
O (2.24, -0.78, -3.99)
C (0.96, -1.16, -4.12)
O (-0.10, -0.59, -4.05)
C (0.93, -2.66, -4.53)
F (1.29, -3.43, -3.49)
F (-0.29, -3.06, -5.00)
F (1.79, -2.91, -5.55)
H (4.36, 0.50, -2.44)
H (4.02, 1.94, -3.48)
H (4.33, 0.31, -4.18)
H (1.97, 1.19, -4.37)
H (1.85, 0.82, -2.66)
C (-3.27, -4.53, -2.49)
C (-2.09, -5.42, -2.15)
O (-1.87, -5.72, -0.77)
C (-0.61, -5.79, -0.34)
O (0.40, -5.71, -0.99)
C (-0.66, -5.92, 1.22)
F (-0.73, -4.69, 1.70)
F (-1.73, -6.52, 1.75)
F (0.42, -6.48, 1.73)
H (-4.24, -4.93, -2.49)
H (-3.08, -4.12, -3.51)
H (-3.17, -3.67, -1.85)
H (-1.21, -4.97, -2.62)
H (-2.27, -6.44, -2.63)
C (-6.08, 1.72, 0.11)
C (-4.79, 1.01, 0.52)
O (-5.17, -0.25, 1.16)
C (-4.12, -0.94, 1.62)
O (-3.00, -0.64, 1.41)
C (-4.60, -2.36, 2.21)
F (-3.51, -3.07, 2.56)
F (-5.35, -2.30, 3.31)
F (-5.18, -3.00, 1.25)
H (-6.65, 1.97, 1.01)
H (-6.78, 1.16, -0.62)
H (-5.77, 2.61, -0.41)
H (-4.31, 1.67, 1.23)
H (-4.11, 0.75, -0.29)
C (3.14, 0.89, 0.38)
C (3.48, 0.37, 1.78)
O (3.60, 1.52, 2.66)
C (4.37, 1.51, 3.78)
O (4.93, 0.58, 4.28)
C (4.36, 2.86, 4.52)
F (5.56, 2.98, 5.20)
F (4.39, 3.89, 3.64)
F (3.35, 2.92, 5.37)
H (2.82, 0.09, -0.28)
H (3.95, 1.38, -0.14)
H (2.29, 1.58, 0.42)
H (4.50, -0.03, 1.81)
H (2.77, -0.35, 2.12)



[6]
Below is a molecular structure, C34H35GeN6O5S2W, with properties calculated with ωB97M-V/def2-TZVPD.

As for the net charge: +2. The value obtained for the LUMO energy (spin up / spin down) is -7.11 / -7.07 eV. Its relative energy (zero: lowest compared OMol25 entry of this formula, charge and spin) is 0.520 eV. The value obtained for the gap between HOMO and LUMO (spin up / spin down) is 6.5 / 6.5 eV. Its spin multiplicity is 2.

Geometry (Å):
W (-0.21, 0.51, 0.72)
N (-0.10, 0.84, 5.17)
C (0.17, 0.79, 3.86)
S (-1.25, 0.80, 2.78)
N (1.37, 0.76, 3.43)
N (1.49, 0.66, 2.05)
C (2.74, 0.67, 1.68)
C (3.27, 0.57, 0.35)
C (4.66, 0.55, 0.15)
C (5.17, 0.47, -1.13)
C (4.31, 0.41, -2.22)
C (2.93, 0.43, -2.05)
C (2.45, 0.50, -0.77)
O (1.10, 0.51, -0.53)
H (-1.05, 0.78, 5.51)
H (0.65, 0.75, 5.83)
H (3.45, 0.76, 2.50)
H (5.32, 0.61, 1.01)
H (6.24, 0.45, -1.28)
H (4.72, 0.34, -3.22)
H (2.25, 0.38, -2.89)
C (0.98, 5.70, -3.20)
C (0.91, 5.04, -1.83)
S (-0.26, 3.71, -1.76)
O (-0.17, 3.11, -0.43)
O (-0.10, 2.83, -2.90)
C (-1.88, 4.47, -1.88)
C (-2.96, 3.48, -2.31)
N (-2.77, 2.14, -1.71)
C (-2.66, 1.93, -0.40)
N (-2.13, 0.72, -0.17)
C (-1.95, 0.11, -1.41)
C (-2.31, 1.00, -2.35)
N (-2.28, 0.77, -3.78)
O (-2.87, 1.55, -4.50)
O (-1.65, -0.21, -4.12)
C (-3.08, 2.88, 0.66)
H (1.79, 6.43, -3.20)
H (0.07, 6.24, -3.45)
H (1.19, 4.97, -3.98)
H (0.64, 5.73, -1.03)
H (1.84, 4.55, -1.56)
H (-1.81, 5.26, -2.63)
H (-2.07, 4.93, -0.91)
H (-2.95, 3.34, -3.39)
H (-3.94, 3.85, -2.03)
H (-1.65, -0.92, -1.52)
H (-3.83, 3.57, 0.28)
H (-2.23, 3.45, 1.04)
H (-3.52, 2.33, 1.49)
C (-4.43, -3.56, -0.62)
C (-3.28, -4.11, -1.16)
C (-2.03, -3.69, -0.70)
C (-1.94, -2.72, 0.30)
C (-3.11, -2.18, 0.83)
C (-4.35, -2.59, 0.37)
Ge (-0.19, -2.14, 0.94)
C (0.09, -2.60, 2.80)
C (-0.96, -3.20, 3.51)
C (-0.80, -3.55, 4.84)
C (0.41, -3.32, 5.48)
C (1.46, -2.73, 4.79)
C (1.30, -2.37, 3.46)
C (1.23, -2.68, -0.27)
C (2.43, -3.21, 0.21)
C (3.43, -3.60, -0.67)
C (3.25, -3.48, -2.03)
C (2.06, -2.96, -2.53)
C (1.06, -2.55, -1.65)
H (-5.40, -3.89, -0.98)
H (-3.34, -4.87, -1.92)
H (-1.14, -4.14, -1.11)
H (-3.06, -1.43, 1.61)
H (-5.25, -2.18, 0.80)
H (-1.90, -3.42, 3.01)
H (-1.61, -4.03, 5.37)
H (0.53, -3.60, 6.52)
H (2.40, -2.56, 5.29)
H (2.13, -1.91, 2.94)
H (2.57, -3.36, 1.27)
H (4.35, -4.02, -0.28)
H (4.02, -3.80, -2.72)
H (1.90, -2.88, -3.60)
H (0.14, -2.16, -2.07)



no.,E (eV)
1,-158396.791
2,-40272.036
3,-44367.087
4,-72346.264
5,-101562.242
6,-134999.945